Entry 1:
Below is the molecule C5H6O2, with properties calculated with ωB97M-V with the def2-TZVPD basis set.

```
13
Properties=species:S:1:pos:R:3
O 1.57 1.16 -1.69
C 0.57 0.49 -1.57
C 0.17 -0.13 -0.29
C 0.24 1.08 1.76
C 0.94 0.07 0.92
C -1.11 -0.82 -0.15
O -1.49 -1.23 1.00
H -0.12 0.31 -2.43
H -0.85 0.90 1.62
H -1.66 0.13 -0.55
H 0.64 -0.80 1.57
H 2.02 0.19 0.83
H -1.26 -1.46 -1.06
```

Values from the calculation:
- E_HOMO (spin up / spin down): -9.2 / -9.3 eV
- LUMO (spin up / spin down): -2.342 / -2.295 eV
- 2S+1: 1


Entry 2:
Below is the molecule C5H6O2, with properties calculated with ωB97M-V with the def2-TZVPD basis set.

```
13
Properties=species:S:1:pos:R:3
C -0.36 -1.34 2.19
C 0.10 -1.56 1.07
C -0.70 -0.54 0.31
O -1.91 -0.54 0.38
C 0.01 0.62 -0.38
C 1.30 0.26 -1.09
O -0.90 1.15 -1.31
H -0.86 -1.02 3.08
H 0.22 1.35 0.42
H 1.64 1.13 -1.66
H 1.15 -0.57 -1.77
H 2.08 0.00 -0.37
H -1.78 1.05 -0.89
```

Values from the calculation:
- SMILES string: C#CC(=O)[C@@H](C)O
- E_HOMO: -10.2 eV
- LUMO: -0.029 eV
- 2S+1: 1


Entry 3:
Below is the molecule C5H6O2, with properties calculated with ωB97M-V with the def2-TZVPD basis set.

```
13
Properties=species:S:1:pos:R:3
O 1.20 2.01 0.81
C 0.73 1.00 0.33
C 1.54 -0.21 -0.13
O 0.65 -1.10 -0.77
C -0.66 -0.58 -0.78
C -1.35 -0.55 0.52
C -0.69 0.72 -0.01
H 2.02 -0.67 0.75
H 2.34 0.07 -0.83
H -1.17 -0.78 -1.72
H -0.93 -1.06 1.38
H -2.43 -0.48 0.48
H -1.38 1.55 -0.10
```

Values from the calculation:
- SMILES string: O=C1CO[C@H]2C[C@@H]12
- E_HOMO: -9.6 eV
- LUMO: 0.873 eV
- 2S+1: 1


Entry 4:
Below is the molecule C5H6O2, with properties calculated with ωB97M-V with the def2-TZVPD basis set.

```
13
Properties=species:S:1:pos:R:3
O -2.32 0.57 0.39
C -1.70 0.04 1.28
C -0.86 -1.14 1.07
C 0.20 -1.27 0.48
C 1.29 -0.79 -0.36
C 0.77 0.66 -0.65
O -0.29 0.65 -1.56
H -1.63 0.52 2.27
H 1.39 -1.33 -1.30
H 2.25 -0.78 0.16
H 0.45 1.10 0.32
H 1.57 1.28 -1.04
H -1.13 0.51 -1.07
```

Values from the calculation:
- SMILES string: O=CC#CCCO
- E_HOMO: -10.2 eV
- LUMO: -0.033 eV
- 2S+1: 1


Entry 5:
Below is the molecule C5H6O2 at a distorted geometry, with properties calculated with ωB97M-V with the def2-TZVPD basis set.

```
13
Properties=species:S:1:pos:R:3
O 1.52 -0.65 1.43
C 1.31 0.44 0.62
C 0.33 1.46 1.08
C -0.02 0.55 0.00
C -0.75 -0.23 -0.71
C -1.63 -1.01 -1.45
O -0.35 -1.58 -1.30
H 1.33 -1.40 0.85
H 2.15 0.77 0.01
H -0.17 1.29 2.02
H 0.56 2.48 0.81
H -2.45 -1.49 -0.93
H -1.84 -0.64 -2.44
```

Values from the calculation:
- SMILES string: O[C@@H]1C/C1=C1\CO1
- E_HOMO: -9.5 eV
- LUMO: 0.965 eV
- 2S+1: 1


Entry 6:
Below is the molecule C5H6O2, with properties calculated with ωB97M-V with the def2-TZVPD basis set.

```
13
Properties=species:S:1:pos:R:3
O 1.40 1.84 1.18
C 0.89 0.91 0.58
C 1.51 -0.36 0.32
O 0.87 -1.24 -0.51
C -0.42 -1.26 -0.62
C -1.17 -0.33 0.22
C -0.45 0.97 -0.15
H 2.56 -0.59 0.43
H -0.11 0.89 -1.19
H -0.81 -1.75 -1.51
H -0.96 -0.58 1.28
H -2.25 -0.37 0.06
H -1.03 1.88 -0.08
```

Values from the calculation:
- E_HOMO (spin up / spin down): -8.1 / -7.7 eV
- LUMO (spin up / spin down): 0.042 / -0.441 eV
- 2S+1: 1


Entry 7:
Below is the molecule C5H6O2 at a distorted geometry, with properties calculated with ωB97M-V with the def2-TZVPD basis set.

```
13
Properties=species:S:1:pos:R:3
O 3.49 -0.38 -1.32
C 2.31 -0.14 -1.17
C 1.70 0.43 0.09
C 0.32 0.15 0.35
C -0.86 0.42 0.36
C -2.27 0.07 0.47
O -2.41 -1.33 0.37
H 1.58 -0.28 -1.98
H 2.40 0.46 0.94
H 0.98 1.36 -0.16
H -2.64 0.46 1.43
H -2.86 0.52 -0.33
H -1.75 -1.72 0.95
```

Values from the calculation:
- SMILES string: O=CCC#CCO
- E_HOMO: -9.5 eV
- LUMO: 0.430 eV
- 2S+1: 1


Entry 8:
Below is a cluster of 2 separate species, C5H6O2 in total, with properties calculated with ωB97M-V with the def2-TZVPD basis set.

```
13
Properties=species:S:1:pos:R:3
O 1.06 2.25 0.33
C 0.58 1.24 -0.13
C 1.37 0.19 -0.99
O 0.47 -0.66 -1.37
C -0.89 -0.42 -0.89
C -1.05 -0.59 0.57
C -0.86 0.79 -0.05
H 2.36 -1.02 1.40
H 2.52 -0.79 0.71
H -1.63 -0.69 -1.64
H -0.23 -1.03 1.13
H -2.05 -0.81 0.95
H -1.65 1.53 -0.02
```

Values from the calculation:
- E_HOMO: -8.9 eV
- LUMO: -0.610 eV
- 2S+1: 1


Entry 9:
Below is the molecule C5H6O2 at a distorted geometry, with properties calculated with ωB97M-V with the def2-TZVPD basis set.

```
13
Properties=species:S:1:pos:R:3
O 1.22 0.38 -2.15
C 0.62 0.15 -1.13
C 1.11 -0.79 -0.02
C 0.09 -0.62 1.05
C -0.91 0.41 0.80
O -2.05 0.44 1.33
C -0.73 0.71 -0.72
H 2.13 -0.54 0.29
H 1.16 -1.83 -0.38
H -0.13 1.21 1.29
H -0.10 -1.37 1.82
H -0.88 1.75 -1.01
H -1.52 0.09 -1.17
```

Values from the calculation:
- E_HOMO (spin up / spin down): -8.9 / -9.2 eV
- LUMO (spin up / spin down): -1.725 / -1.215 eV
- 2S+1: 1


Entry 10:
Below is the molecule C5H6O2, with properties calculated with ωB97M-V with the def2-TZVPD basis set.

```
13
Properties=species:S:1:pos:R:3
O 1.26 0.07 3.45
C 0.97 0.41 2.34
C -0.43 0.24 1.76
C -0.44 0.08 0.31
C -0.43 0.04 -0.90
C -0.39 -0.09 -2.36
O 0.63 -0.97 -2.78
H 1.70 0.91 1.66
H -0.93 -0.58 2.29
H -0.98 1.16 2.00
H -1.38 -0.39 -2.73
H -0.16 0.88 -2.81
H 0.57 -1.76 -2.23
```

Values from the calculation:
- SMILES string: O=CCC#CCO
- E_HOMO: -10.0 eV
- LUMO: 0.721 eV
- 2S+1: 1